Computed, not measured: a 12-piece molecular cluster, C13H51BNO14 overall at a distorted geometry, with ωB97M-V with the def2-TZVPD basis set.

Each line ends with the Mulliken charge.
Positions of all 80 atoms, in Å:
O1 -1.20939 -1.05814 -3.53108  -0.418
C1 -0.79875 -0.65328 -2.19009  -0.141
C2 -0.58511 -1.91697 -1.31015  -0.797
N1 0.60979 -1.88904 -0.47963  -0.391
B1 0.67124 -0.74435 0.37924  0.569
O2 -0.33002 -0.31965 1.31568  -0.595
O3 1.84920 0.10269 0.30898  -0.734
H1 -0.40677 -1.37337 -3.92443  0.234
H2 0.10880 -0.05046 -2.31849  0.140
H3 -1.63650 -0.03678 -1.83436  0.125
H4 -1.49972 -2.11092 -0.69861  0.162
H5 -0.50431 -2.76926 -2.00700  0.343
H6 -1.15269 -0.12903 0.88761  0.249
H7 1.88887 0.31418 -0.60926  0.152
C3 -4.90886 -1.20832 -3.45516  -0.336
O4 -4.12543 -2.32897 -3.83841  -0.556
H8 -5.82512 -1.57112 -2.99112  0.327
H9 -4.35809 -0.59431 -2.73527  0.061
H10 -5.16056 -0.61008 -4.33296  0.173
H11 -3.32072 -1.98465 -4.23739  0.284
C4 -2.51666 -1.33901 4.40229  -0.418
O5 -2.51748 -2.25301 3.31240  -0.549
H12 -3.48489 -1.38533 4.89622  0.158
H13 -1.73806 -1.60745 5.11961  0.265
H14 -2.34660 -0.32064 4.03950  0.227
H15 -1.65342 -2.19278 2.89029  0.307
C5 5.24085 1.75802 0.15687  -0.482
O6 3.84390 1.70361 -0.09759  -0.355
H16 5.74916 2.09225 -0.74556  0.149
H17 5.45002 2.46533 0.96563  0.170
H18 5.61166 0.76519 0.43101  0.306
H19 3.40564 1.40276 0.70546  0.255
C6 4.56478 3.45696 -3.62348  -0.504
O7 3.27730 2.90139 -3.40282  -0.502
H20 4.54084 4.01352 -4.55903  0.251
H21 4.83185 4.13707 -2.80927  0.208
H22 5.31519 2.66426 -3.69859  0.229
H23 3.31772 2.41379 -2.57358  0.297
C7 -3.31949 1.32277 -5.91241  -0.480
O8 -4.47639 1.62127 -5.12996  -0.484
H24 -2.70972 0.60852 -5.36179  0.077
H25 -3.61381 0.88287 -6.86908  0.276
H26 -2.73585 2.22956 -6.08879  0.311
H27 -5.00475 2.25074 -5.62447  0.252
C8 -5.57698 2.44890 -1.46882  -0.479
O9 -5.64474 3.00091 -2.77768  -0.523
H28 -6.18793 3.06070 -0.80734  0.250
H29 -5.96302 1.42569 -1.46561  0.208
H30 -4.54566 2.45264 -1.10584  0.228
H31 -5.10024 2.44943 -3.34928  0.379
C9 7.70288 4.88927 0.91802  -0.541
O10 7.77366 3.97435 -0.17011  -0.453
H32 6.70662 4.82722 1.34933  0.198
H33 8.44016 4.63031 1.68323  0.272
H34 7.87833 5.91120 0.56994  0.272
H35 8.65380 4.03710 -0.54191  0.266
C10 3.38647 -4.20927 0.10580  -0.464
O11 2.24297 -3.90884 0.88126  -0.538
H36 4.02548 -4.88911 0.67376  0.235
H37 3.09572 -4.69113 -0.82959  0.220
H38 3.94335 -3.28989 -0.11178  0.194
H39 1.68839 -3.29704 0.34829  0.462
C11 5.34998 -7.15236 -2.35339  -0.524
O12 4.92109 -5.80057 -2.26381  -0.454
H40 4.52125 -7.74730 -2.73050  0.214
H41 6.19616 -7.24150 -3.04207  0.239
H42 5.63862 -7.52755 -1.36713  0.249
H43 5.65666 -5.28669 -1.92893  0.272
C12 -3.63777 -0.19855 8.41175  -0.482
O13 -2.79019 -0.02852 7.28855  -0.430
H44 -3.69861 -1.25967 8.64709  0.260
H45 -3.23558 0.33707 9.27668  0.226
H46 -4.63839 0.17434 8.18179  0.149
H47 -2.75824 0.91333 7.10024  0.271
C13 -5.62749 1.97525 6.19101  -0.552
O14 -4.49941 2.42715 6.93834  -0.484
H48 -5.62510 0.88779 6.19510  0.209
H49 -6.55401 2.33388 6.64779  0.281
H50 -5.56563 2.32713 5.15882  0.289
H51 -4.51021 3.38450 6.92609  0.270

Summary:
Kohn-Sham gap = 5.2 eV
E = -45137.53904 eV
E_HOMO = -0.1156 Ha
Net charge = -1
LUMO energy = 2.0 eV